Entry 1:
Formula: C37H66BN2O8
Source: the OMol25 dataset
Level of theory: ωB97M-V/def2-TZVPD

Geometry (Å):
1 C -4.12060 -1.77761 4.71902
2 C -3.14433 -0.75832 4.93878
3 C -2.43697 0.68427 5.25561
4 C -1.70790 1.40239 3.95936
5 C -2.82832 2.32226 3.18772
6 C -3.39869 3.58736 4.12232
7 C -4.14133 1.50829 2.63737
8 C -5.21607 2.45931 1.79668
9 O -0.59074 2.20591 4.56022
10 C 0.07230 3.03537 3.55424
11 C 0.53077 2.28113 2.17886
12 N 1.96341 1.84371 2.36596
13 C 2.97798 2.93221 2.12872
14 C 4.37811 2.39990 2.87863
15 B 0.33185 3.41649 0.95841
16 O 0.56199 4.87847 1.24070
17 O -0.00833 3.09485 -0.44080
18 C -1.32897 3.77865 -0.64356
19 N -0.27140 1.05670 1.79870
20 C 0.45624 0.11957 0.81945
21 O -0.49994 -0.90818 0.28816
22 C 0.16060 -1.52664 -0.90921
23 C 1.26175 -2.77115 -0.75205
24 C 2.05599 -3.46602 -2.02175
25 C 3.13214 -4.67980 -1.68290
26 C 1.71105 -2.89964 -3.52721
27 C 0.60020 -1.67184 -3.72713
28 C -0.20617 -0.97029 -2.44260
29 C -1.32498 0.23426 -2.70778
30 C -1.64251 0.45322 -4.33004
31 C -2.80105 -0.11248 -2.01642
32 C -0.92236 0.32250 2.96315
33 C 0.04151 -0.73425 3.74999
34 C 0.04980 -2.26715 3.17377
35 C -1.40271 -3.00943 3.09793
36 C 0.96811 -3.15433 4.25416
37 H -4.72887 -2.69408 4.25559
38 H -1.55087 0.45333 6.02238
39 H -3.15580 1.42284 5.85683
40 H -2.36793 2.86611 2.22901
41 H -2.85165 3.65958 5.15559
42 H -3.24732 4.60643 3.54761
43 H -4.54392 3.39302 4.36361
44 H -3.73171 0.72999 1.83007
45 H -4.77032 0.96124 3.45842
46 H -6.02275 1.69364 1.36388
47 H -4.70126 2.93418 0.84188
48 H -5.73551 3.24175 2.49516
49 H 1.05702 3.46643 4.07466
50 H -0.61348 3.99310 3.38839
51 H 2.04163 1.63994 3.40821
52 H 2.74250 3.96111 2.65375
53 H 3.30495 3.05851 0.98815
54 H 4.12667 2.25168 4.01181
55 H 4.70113 1.38884 2.33613
56 H 5.28545 3.14743 2.68610
57 H 1.52239 5.06666 0.94818
58 H -1.77154 4.02921 0.43605
59 H -1.15142 4.81277 -1.16935
60 H -2.12481 3.09368 -1.16195
61 H -1.09119 1.41789 1.22109
62 H 1.33275 -0.48108 1.30265
63 H 0.88159 0.66563 -0.12253
64 H 1.51153 -3.20616 0.32734
65 H 2.79354 -5.14269 -0.65331
66 H 4.20509 -4.21663 -1.49201
67 H 3.17251 -5.52103 -2.49842
68 H 2.27657 -3.34069 -4.47872
69 H 0.44083 -1.32872 -4.85284
70 H -0.96984 1.27824 -2.29014
71 H -2.59907 1.10372 -4.51110
72 H -0.69827 0.82410 -4.91810
73 H -1.89213 -0.62902 -4.74593
74 H -2.98026 0.72594 -1.21082
75 H -2.86105 -1.19834 -1.57979
76 H -3.68459 -0.00717 -2.80930
77 H -1.80150 -0.32156 2.47512
78 H 1.15959 -0.33667 3.61420
79 H -0.11973 -0.80595 4.90978
80 H 0.63484 -2.37076 2.13990
81 H -1.22482 -4.08340 2.60827
82 H -1.76598 -3.24809 4.20982
83 H -2.21440 -2.47032 2.45009
84 H 1.26290 -4.17937 3.77250
85 H 1.92238 -2.56121 4.62067
86 H 0.28098 -3.41639 5.19331
87 O 4.30418 4.70198 -0.24950
88 C 3.88938 4.54783 -1.39746
89 O 4.53516 3.72518 -2.25239
90 C 4.03618 3.33515 -3.54502
91 C 4.38660 4.37121 -4.59503
92 C 2.71605 5.33912 -1.89620
93 H 2.96440 3.11982 -3.50428
94 H 4.53066 2.39056 -3.79578
95 H 3.92709 5.33871 -4.37659
96 H 4.05274 4.04528 -5.58434
97 H 5.46895 4.53523 -4.62406
98 H 3.05750 6.32746 -2.21065
99 H 1.99772 5.44745 -1.07688
100 H 2.17629 4.86041 -2.71120
101 O 2.40959 -6.95987 -5.51722
102 C 1.18078 -6.92367 -5.46848
103 O 0.55211 -5.91675 -4.82385
104 C -0.86748 -5.68179 -4.86311
105 C -1.58379 -6.52360 -3.82533
106 C 0.36231 -8.04262 -6.04265
107 H -1.26258 -5.82819 -5.87266
108 H -1.01273 -4.62232 -4.62630
109 H -1.45235 -7.59261 -4.01202
110 H -2.65496 -6.30221 -3.82224
111 H -1.17955 -6.32552 -2.82704
112 H 0.31248 -8.85863 -5.31881
113 H 0.85220 -8.39719 -6.95551
114 H -0.64418 -7.74776 -6.33375

Forces on the atoms, in the same order (eV/Å):
C 6.86 6.88 0.64
C -7.35 -5.60 -1.61
C 0.88 -1.29 0.99
C 0.11 -0.09 -0.06
C -0.88 1.24 -0.22
C 0.12 -0.35 0.29
C 0.13 -0.07 -1.35
C 0.23 -1.18 -0.28
O -0.80 -0.38 -1.94
C -0.62 1.50 0.95
C 1.29 1.75 0.37
N -0.44 1.16 1.04
C 2.77 0.11 0.37
C -0.20 -0.07 -1.29
B 1.09 2.42 -1.80
O 1.52 -3.38 -0.84
O -1.22 0.42 3.06
C -0.69 1.14 0.92
N -1.44 -0.53 -0.80
C 1.61 -1.98 -1.75
O 2.31 0.54 -1.57
C 1.75 -1.69 -3.47
C -0.62 1.13 -2.68
C -2.67 2.81 -0.55
C -0.49 0.85 0.60
C -1.69 1.66 3.23
C 1.21 -1.65 3.33
C 2.32 -2.18 0.22
C -0.69 -0.20 -0.72
C 0.45 -1.53 0.23
C -0.04 0.44 -0.23
C -2.95 -2.12 1.54
C 1.62 0.11 -0.53
C 0.77 -1.02 0.59
C 0.60 -1.15 0.13
C -0.80 0.08 0.15
H 1.86 2.48 1.45
H -1.95 0.47 -1.70
H 1.38 -1.70 -1.76
H -0.73 -1.31 1.86
H -0.86 -0.12 -2.05
H -0.50 -2.11 1.24
H 2.48 0.57 -0.61
H -1.06 1.30 1.86
H 1.61 0.95 -1.39
H 1.62 1.83 1.06
H -1.03 -0.67 2.15
H 1.05 -1.44 -1.60
H -2.14 -1.11 -1.26
H 1.42 -2.05 -0.07
H -0.05 0.12 -1.70
H 0.14 -1.87 -1.27
H -1.27 -0.15 2.45
H 0.82 0.21 -2.09
H -0.82 2.05 1.49
H -2.24 -1.46 0.67
H -2.03 -0.23 0.64
H 0.63 -0.34 -2.27
H -0.49 -2.22 0.84
H 1.91 1.20 0.74
H 1.07 -0.61 0.79
H -1.77 1.60 -0.45
H -0.92 -0.37 2.10
H -0.70 1.13 -2.54
H 0.63 0.83 -2.14
H -2.25 -0.94 -0.63
H -0.18 1.88 1.49
H -1.48 1.03 2.36
H 0.17 -0.67 2.87
H -0.37 -2.28 -0.63
H 2.09 -1.01 0.50
H -1.95 -0.45 1.16
H 0.43 2.25 0.75
H 0.13 -1.94 -1.25
H 0.25 2.27 -0.63
H 2.06 -0.21 1.64
H 2.00 1.37 0.91
H -2.33 -0.87 0.44
H -0.10 0.46 -2.37
H -1.56 0.55 2.17
H -0.33 2.36 0.92
H 0.59 0.85 -2.59
H 1.57 -0.92 1.40
H -0.41 2.03 0.88
H -1.93 -1.29 -0.85
H 1.59 0.69 -1.93
O -0.57 -0.57 -1.86
C 0.79 0.25 0.94
O -0.04 -0.07 0.85
C -0.01 0.14 -0.38
C 0.06 0.23 0.01
C -0.66 -0.23 0.06
H 0.06 0.13 0.09
H 0.01 0.19 0.36
H -0.05 -0.12 -0.07
H 0.05 0.02 0.13
H -0.17 -0.14 -0.01
H -0.03 -0.09 0.04
H 0.25 0.18 -0.15
H 0.14 0.10 -0.11
O -2.32 0.53 0.35
C 1.81 -0.37 0.00
O 0.46 0.38 -0.13
C -0.18 -0.15 0.13
C 0.04 -0.20 0.11
C -0.21 -0.01 -0.72
H 0.11 -0.12 0.09
H 0.35 -0.14 -0.04
H -0.09 0.11 -0.06
H 0.12 -0.01 -0.01
H -0.07 0.10 -0.17
H 0.01 0.07 -0.07
H 0.08 -0.03 0.37
H -0.05 -0.06 0.22

Properties
Kohn-Sham gap   7.98 eV
Charge   +1

Mulliken population analysis, charges in e, atoms 1 to 8: -0.70 0.11 -0.64 0.05 2.00 -1.13 -0.18 -0.92

---

Entry 2:
Formula: C5H5Cl
Source: the OMol25 dataset
Level of theory: ωB97M-V/def2-TZVPD

Geometry (Å):
1 C -2.37715 -0.66757 -0.07032
2 C -0.98472 -0.17051 0.11921
3 C 0.17855 0.08164 0.22153
4 C 1.55342 0.12808 0.10075
5 C 2.26256 1.26215 -0.02129
6 H -2.90562 -0.75528 0.84581
7 H -3.03596 -0.26875 -0.71664
8 H -2.29122 -1.77026 -0.25177
9 H 3.25552 1.27217 -0.21721
10 H 1.75804 2.25642 -0.03612
11 Cl 2.58659 -1.36808 0.02605

Forces on the atoms, in the same order (eV/Å):
C 3.06 -3.04 2.46
C -2.16 -0.35 -0.52
C -0.67 -0.91 -0.13
C 3.28 1.10 -0.11
C -3.70 0.52 0.24
H -0.34 0.58 1.32
H -1.54 1.84 -2.66
H 0.14 0.82 -0.54
H 2.93 -0.17 -0.38
H 0.24 -1.04 0.17
Cl -1.24 0.65 0.13

Properties
Relative energy (zero: lowest compared OMol25 entry of this formula, charge and spin)   47.9 kcal per mole
Kohn-Sham gap   9.87 eV

natural (NBO) population analysis, charges in e, atoms 1 to 8: -0.68 0.12 -0.13 -0.05 -0.34 0.24 0.23 0.24

---

Entry 3:
Formula: C33H73F8FeN4O19P2S8
Source: the OMol25 dataset
Level of theory: ωB97M-V/def2-TZVPD

Geometry (Å):
1 Fe 19.86654 6.91609 -11.92737
2 C 13.86660 6.29421 -14.51507
3 C 14.99345 5.94979 -13.56107
4 C 15.04771 4.38720 -13.43724
5 C 15.98920 4.00756 -12.32960
6 P 15.98275 2.27583 -11.71891
7 C 16.23243 1.29281 -13.22989
8 C 14.87352 0.94389 -13.89963
9 C 14.95967 0.27837 -15.28233
10 C 15.93349 -0.99862 -15.25216
11 C 17.40085 1.91371 -10.70748
12 C 18.76121 1.96186 -11.41020
13 C 19.86844 1.75320 -10.39126
14 C 21.20387 2.02027 -11.14241
15 C 14.30767 1.80460 -10.89295
16 C 14.38769 0.51113 -10.05935
17 C 12.86465 0.04706 -9.77142
18 C 12.25397 -0.59440 -10.99998
19 H 13.93193 7.37592 -14.63222
20 H 12.92641 6.13910 -13.98584
21 H 14.03135 5.99474 -15.55010
22 H 14.91793 6.51680 -12.63323
23 H 15.91909 6.26680 -14.04147
24 H 15.35909 4.04614 -14.42457
25 H 14.07799 3.94115 -13.21639
26 H 15.79274 4.70154 -11.51236
27 H 16.97777 4.15888 -12.76309
28 H 16.90301 0.44094 -13.11705
29 H 16.83723 1.85575 -13.94081
30 H 14.19895 1.79559 -13.98717
31 H 14.59506 0.13508 -13.22406
32 H 15.19745 0.97226 -16.08861
33 H 13.92036 0.02271 -15.48861
34 H 15.76270 -1.56134 -14.33440
35 H 16.99312 -0.76504 -15.14862
36 H 15.73165 -1.77577 -15.98931
37 H 17.19930 0.97628 -10.18911
38 H 17.27093 2.63294 -9.89883
39 H 18.82878 2.94364 -11.87886
40 H 18.81263 1.20495 -12.19286
41 H 19.91687 0.73871 -9.99560
42 H 19.58991 2.33969 -9.51572
43 H 21.44183 3.05135 -11.40384
44 H 21.15077 1.46419 -12.07839
45 H 22.11126 1.57669 -10.73258
46 H 13.56906 1.81307 -11.69451
47 H 14.01728 2.59818 -10.20447
48 H 14.91444 0.60128 -9.10933
49 H 15.07410 -0.15594 -10.58085
50 H 12.25543 0.93939 -9.62752
51 H 12.85281 -0.54691 -8.85755
52 H 12.39958 -1.67460 -10.99200
53 H 12.77726 -0.31561 -11.91461
54 H 11.19707 -0.33572 -10.93561
55 C 24.77032 5.80070 -5.39591
56 C 23.69460 6.49964 -6.23906
57 C 22.42636 5.71679 -6.61459
58 C 21.65296 5.49924 -5.21790
59 P 19.92086 5.04062 -5.41560
60 C 19.12553 5.22426 -3.76267
61 C 17.63506 5.00086 -3.71874
62 C 17.08304 5.58642 -2.37644
63 C 17.40433 4.67697 -1.19314
64 C 19.61404 3.52940 -6.41015
65 C 20.48223 2.27106 -6.04271
66 C 20.07505 1.59442 -4.70025
67 C 18.57368 1.15635 -4.65318
68 C 19.06731 6.37844 -6.33082
69 C 19.01022 7.79238 -5.69273
70 C 18.22014 8.71503 -6.62662
71 C 17.67487 9.98005 -5.92229
72 H 25.78541 6.19367 -5.33883
73 H 24.89466 4.89236 -5.98544
74 H 24.39092 5.44680 -4.43732
75 H 24.20095 6.84017 -7.14225
76 H 23.37001 7.39309 -5.70567
77 H 22.49334 4.81007 -7.21584
78 H 21.80868 6.26449 -7.32635
79 H 21.72954 6.27729 -4.45837
80 H 22.09146 4.73507 -4.57613
81 H 19.52775 6.14346 -3.33677
82 H 19.61864 4.36901 -3.30065
83 H 17.38446 3.94329 -3.80154
84 H 17.04550 5.53641 -4.46285
85 H 16.00231 5.68735 -2.47612
86 H 17.37829 6.62305 -2.21418
87 H 16.74224 5.00877 -0.39336
88 H 18.40665 4.90346 -0.82959
89 H 17.38548 3.61569 -1.44098
90 H 19.79986 3.76879 -7.45717
91 H 18.54196 3.34270 -6.34780
92 H 21.54172 2.45401 -6.22190
93 H 20.30765 1.60838 -6.89034
94 H 20.31175 2.34663 -3.94775
95 H 20.70339 0.72121 -4.52471
96 H 17.82016 1.93138 -4.79330
97 H 18.45899 0.71670 -3.66240
98 H 18.42345 0.54050 -5.53990
99 H 18.06509 6.03516 -6.58737
100 H 19.51941 6.62581 -7.29130
101 H 20.06670 8.06022 -5.67885
102 H 18.73441 7.84198 -4.63937
103 H 17.42273 8.12205 -7.07450
104 H 18.78383 9.05555 -7.49518
105 H 16.94094 9.46991 -5.29842
106 H 17.09568 10.60951 -6.59788
107 H 18.33077 10.57044 -5.28249
108 O 18.36945 4.57643 -9.17656
109 C 18.93431 5.27533 -10.06648
110 O 20.12473 5.52945 -10.25186
111 O 18.31620 5.80238 -11.01974
112 H 17.42400 4.69500 -9.29350
113 N 20.42788 5.88429 -13.36756
114 S 19.55925 5.49518 -14.65692
115 O 19.02031 4.11185 -14.76948
116 O 19.93387 6.17667 -15.84678
117 F 18.24341 6.38161 -14.25403
118 S 21.77040 5.08787 -13.97241
119 O 22.51469 5.68249 -15.03509
120 O 21.67390 3.63536 -13.92598
121 F 22.63665 5.52899 -12.62187
122 N 15.81893 4.20423 -8.85983
123 S 15.49118 3.72355 -7.49868
124 O 14.17797 3.18137 -7.13778
125 O 16.19862 4.23107 -6.37705
126 F 16.17943 2.20982 -7.67006
127 S 14.96699 5.60737 -8.59068
128 O 15.57796 6.40698 -7.55545
129 O 13.53186 5.62430 -8.77693
130 F 15.47508 6.35781 -9.92555
131 N 18.68206 8.34727 -12.28427
132 S 17.42696 9.12569 -11.35707
133 O 16.10788 8.58535 -11.63187
134 O 17.50334 10.48156 -10.87973
135 F 17.81555 8.25862 -10.08597
136 S 18.29062 9.30324 -13.46710
137 O 18.64463 10.75239 -13.34026
138 O 17.15672 8.95289 -14.27068
139 F 19.50572 8.81316 -14.41737
140 N 21.30070 8.07652 -11.41139
141 S 21.63695 8.96810 -9.93530
142 O 20.89900 10.21162 -9.98030
143 O 22.91152 8.87978 -9.24868
144 F 20.67321 8.05523 -8.95405
145 S 22.58810 8.62805 -12.10136
146 O 23.76625 7.76768 -12.01631
147 O 22.80703 10.08595 -12.26266
148 F 22.08335 8.22036 -13.58243

Forces on the atoms, in the same order (eV/Å):
Fe -1.21 -2.04 2.95
C 0.47 1.99 0.65
C 0.11 -1.32 -1.03
C -0.61 0.87 0.13
C 0.60 -0.51 0.32
P -1.28 -0.08 -1.02
C -0.33 0.57 -1.26
C 1.58 -1.07 -0.06
C 0.86 -1.08 0.27
C -1.24 0.61 0.74
C -0.62 0.14 0.78
C -1.02 -0.14 0.59
C 0.92 0.18 -0.62
C 0.19 -0.44 0.13
C 1.78 0.67 0.40
C -1.22 -0.01 0.04
C 2.29 0.61 -0.81
C 0.17 -0.98 0.54
H -0.23 0.33 0.08
H -0.33 -0.54 -0.83
H -0.52 -0.92 0.25
H -0.15 -0.38 0.17
H 0.17 -0.02 0.25
H 0.09 -0.38 0.08
H -0.44 0.37 -0.21
H 0.43 -0.20 0.18
H 0.43 0.10 0.59
H -0.56 -0.42 0.60
H 0.04 0.80 0.12
H -0.06 -0.15 0.54
H -1.32 0.22 -0.01
H 0.47 0.10 0.13
H 0.07 -0.61 -0.17
H -0.40 0.12 0.42
H -0.03 0.29 -0.70
H 0.22 0.55 -0.54
H 0.08 -0.35 -0.20
H 0.62 0.08 0.07
H 0.42 0.06 -0.15
H 0.03 0.08 -0.08
H -0.33 -0.29 -0.29
H 0.70 0.51 0.03
H -0.37 0.04 0.21
H -0.28 0.19 -0.30
H -0.14 0.16 0.77
H 0.07 -0.37 -0.02
H 0.20 0.38 -0.17
H -0.18 0.83 0.07
H -0.73 -0.96 -0.35
H 0.47 0.27 0.59
H -0.22 -0.11 -0.20
H -0.35 -0.16 0.17
H -0.51 0.60 -0.10
H -0.03 -0.36 -0.89
C -0.90 -1.84 -0.97
C 0.77 0.88 -0.32
C -0.66 0.31 1.86
C 0.17 -1.15 -0.89
P -1.32 2.18 -0.83
C 1.19 -1.92 -1.22
C -1.07 1.64 1.05
C -0.38 -1.19 -0.70
C 0.44 1.36 0.22
C 1.08 -0.52 0.92
C -1.21 -0.07 -0.66
C -0.25 1.07 -1.16
C 1.36 0.66 -0.28
C -0.18 0.51 -0.18
C 1.17 -0.53 -0.41
C 0.56 1.03 -0.18
C -1.21 -1.63 0.11
H -0.47 0.70 0.13
H 0.42 -0.54 0.21
H 0.22 0.33 0.24
H -0.19 0.12 -0.16
H -0.17 0.23 -0.20
H 0.78 -0.59 0.67
H -0.10 0.81 0.45
H -0.27 0.95 -0.71
H 0.33 -0.78 -0.51
H -0.24 0.04 -0.03
H 0.02 0.11 0.96
H 0.02 0.07 0.01
H 0.54 -0.13 -0.53
H -0.15 -0.33 -0.10
H 0.54 -0.04 -0.03
H -0.08 -0.77 0.25
H 0.21 -0.16 0.03
H -0.48 0.07 0.16
H 0.12 0.42 0.11
H -0.08 -0.06 0.13
H 0.19 0.39 0.81
H -0.42 -0.47 0.06
H -0.09 -0.21 0.52
H 0.00 0.06 0.05
H 0.29 0.41 0.30
H -0.54 -0.54 -0.42
H -0.17 -0.77 0.50
H -0.17 -0.29 0.22
H 0.31 -0.69 -0.20
H 0.17 0.63 0.07
H -0.67 -0.16 -0.09
H -0.44 0.25 0.25
H 0.60 -0.39 0.06
H -0.37 0.76 0.68
H 0.31 0.08 -0.06
H 0.31 -0.22 -0.34
O 1.11 -0.73 1.64
C 1.05 1.95 -3.76
O 4.69 -0.42 2.29
O -4.02 0.96 -1.96
H -1.28 -0.24 0.27
N 1.10 -2.61 -3.14
S -7.80 -0.67 -3.35
O 1.73 3.38 1.11
O 0.81 -0.73 0.48
F 0.96 -1.16 0.53
S 6.53 -1.57 3.31
O -1.39 -0.11 0.79
O -0.55 2.66 0.11
F -1.28 -1.08 -1.63
N -1.55 3.24 -3.05
S -1.56 -10.34 8.22
O 0.94 2.22 -1.61
O 1.08 0.57 0.10
F 0.74 0.88 -0.47
S -1.36 6.14 -3.33
O -0.83 -0.86 -0.88
O 2.13 -1.02 0.50
F -0.08 -0.87 0.63
N -3.66 3.36 1.40
S -3.55 -1.80 5.89
O 2.02 0.86 -0.77
O 0.87 -1.63 -1.26
F 0.56 0.28 0.34
S 4.04 4.64 -8.52
O -1.40 -4.16 0.65
O 0.14 0.05 1.47
F -0.32 -0.11 0.58
N 1.73 2.14 4.41
S -3.41 1.30 4.28
O 1.39 -1.85 -0.33
O -1.59 -0.38 -2.12
F 0.84 0.29 -1.23
S 6.10 0.76 -7.80
O -2.04 1.79 1.20
O -1.25 -3.41 1.74
F -0.25 0.28 0.58

Properties
2S+1   6
Kohn-Sham gap (alpha / beta)   9.76 / 7.50 eV

Mulliken population analysis, charges in e, atoms 1 to 8: 1.69 -1.78 0.83 -1.07 1.56 0.20 -1.05 -0.51

---

Entry 4:
Formula: CH2ClNOS2
Source: the OMol25 dataset
Level of theory: ωB97M-V/def2-TZVPD

Geometry (Å):
1 C -0.94066 -0.00346 -0.82944
2 N 1.06942 -0.88052 -0.07623
3 O -2.03262 -0.01984 -1.21958
4 S -0.40151 1.39986 1.67756
5 S -0.24490 -0.73485 0.64440
6 Cl 2.26041 -2.15207 0.28956
7 H -0.13957 0.54222 -1.33507
8 H 0.42943 1.84867 0.84880

Forces on the atoms, in the same order (eV/Å):
C 0.98 1.82 -0.63
N 3.74 -1.34 -1.67
O -2.39 -0.73 -0.32
S -1.79 -2.26 1.53
S -1.73 0.53 2.73
Cl -1.25 1.09 0.37
H 0.55 -0.06 -0.12
H 1.89 0.96 -1.90

Properties
Relative energy (zero: lowest compared OMol25 entry of this formula, charge and spin)   66.5 kcal per mole
Kohn-Sham gap   8.30 eV

How is the electron density shared among the atoms? According to natural (NBO), the charges in e are: 0.26 -0.85 -0.44 -0.30 0.94 0.12 0.16 0.11